# 1
Molecular formula: C24H22F6HgN5O3S3
Method: DFT, ωB97M-V/def2-TZVPD

The geometry in XYZ format:
```
64
Properties=species:S:1:pos:R:3:forces:R:3:lowdin_spin:R:1
Hg -0.542 -0.224 0.993 3.157 0.842 -2.382 0.004
C -0.525 3.986 0.497 -0.217 0.204 -0.123 0.045
C -0.893 2.663 1.087 0.087 0.193 0.291 0.278
N 0.082 1.754 1.343 -0.549 0.707 0.149 0.217
N 1.365 2.226 1.465 -0.136 0.164 -0.554 0.023
C 2.335 1.793 0.636 -0.156 0.102 0.014 0.004
N 3.599 2.094 1.120 0.418 0.081 -0.182 0.003
S 2.127 0.917 -0.762 -0.263 1.063 -0.183 0.009
C -2.226 2.273 1.433 -0.136 -0.065 0.172 0.065
C -3.390 2.839 0.851 -0.123 0.041 0.020 0.067
C -4.622 2.318 1.174 0.095 0.016 -0.068 0.009
C -4.715 1.227 2.047 0.172 0.055 0.030 0.108
C -3.530 0.714 2.566 -0.529 0.650 0.074 -0.007
N -2.333 1.222 2.306 -0.573 2.263 -0.211 0.126
H 0.294 3.873 -0.220 -0.056 -0.003 0.024 0.006
H -1.377 4.439 -0.019 0.110 -0.045 0.056 0.003
H -0.200 4.703 1.263 0.016 -0.022 -0.039 0.014
H 1.634 2.451 2.415 0.076 -0.162 -0.011 0.008
H 3.650 2.897 1.733 0.035 -0.065 0.017 0.001
H 4.272 2.122 0.370 0.043 0.032 0.039 0.000
H -3.311 3.631 0.118 -0.016 0.018 0.026 0.003
H -5.513 2.733 0.717 -0.033 0.009 -0.018 -0.002
H -5.666 0.767 2.285 0.018 0.042 0.020 0.009
H -3.534 -0.163 3.209 -0.166 0.380 0.121 -0.002
O -2.509 -2.212 3.965 0.094 0.480 -0.801 0.000
C -2.127 -2.056 2.788 0.203 -1.152 0.023 0.001
O -1.924 -0.944 2.200 -2.494 -4.479 3.408 0.006
C -1.913 -3.351 1.956 -0.205 0.135 0.456 0.000
C -2.210 -4.567 2.590 -0.001 0.227 0.056 0.000
C -2.103 -5.793 1.960 0.054 0.082 -0.114 0.000
C -1.671 -5.827 0.630 -0.043 0.196 0.196 0.000
C -1.361 -4.643 -0.009 -0.017 -0.132 0.038 0.000
C -1.478 -3.388 0.629 0.085 0.264 -0.584 0.000
S -1.008 -2.056 -0.432 -0.203 -0.564 -0.832 0.003
H -2.542 -4.483 3.617 -0.006 -0.076 0.016 0.000
H -2.347 -6.707 2.491 0.003 0.001 -0.010 0.000
H -1.569 -6.764 0.095 -0.006 -0.035 0.029 0.000
H -1.005 -4.658 -1.035 -0.055 0.046 0.087 0.000
S 1.690 -0.747 2.688 0.226 -0.163 0.492 0.000
C 2.209 -1.722 1.406 -0.024 -0.421 -0.172 0.000
N 3.185 -1.283 0.580 0.093 -0.379 0.719 0.000
C 3.644 -1.955 -0.490 0.161 -0.024 0.395 0.000
C 3.121 -3.164 -0.812 0.526 -0.171 0.812 0.000
C 2.067 -3.657 -0.023 0.339 -0.214 -0.417 0.000
C 1.627 -2.965 1.056 0.132 0.314 0.600 0.000
H 3.482 -0.327 0.744 0.162 -0.262 -0.026 0.000
H 4.403 -1.451 -1.070 -0.188 0.032 0.498 0.000
H 3.463 -3.688 -1.689 0.367 0.373 1.379 0.000
H 1.571 -4.582 -0.296 0.034 0.003 -0.004 0.000
H 0.802 -3.316 1.653 0.022 -0.022 0.091 0.000
C 4.163 -1.430 -3.388 0.054 -0.308 -0.318 0.000
C 2.654 -1.638 -3.725 -0.176 0.076 0.115 0.000
O 1.821 -1.342 -2.747 0.382 0.009 -0.399 0.000
C 2.370 -0.770 -5.001 -0.066 0.026 -0.138 0.000
F 1.088 -0.798 -5.394 0.053 -0.006 0.068 0.000
F 3.099 -1.117 -6.112 0.016 0.005 0.081 0.000
F 2.677 0.525 -4.772 -0.021 -0.081 0.066 0.000
C 2.482 -3.142 -4.135 -0.183 -0.049 -0.460 0.000
F 3.337 -3.596 -5.107 -0.029 0.030 0.199 0.000
F 2.710 -3.949 -3.063 -0.813 -0.482 -2.197 0.000
F 1.247 -3.436 -4.576 0.186 0.035 0.116 0.000
H 4.261 -0.414 -3.014 0.010 0.086 0.005 0.000
H 4.846 -1.592 -4.231 -0.102 0.031 0.024 0.000
H 4.414 -2.120 -2.581 0.152 0.068 -0.780 0.000
```
Forces are in eV/Å.

As for the multiplicity: 2. The value obtained for the total energy is -3374.419441 Ha. The calculation puts the molar mass at 839.25 g/mol. For the LUMO energy (alpha / beta), the calculation gives 4.30 / 4.27 eV. As for the net charge: -2. As for the energy above the lowest of the compared OMol25 structures with the same formula, charge and spin: 157.4 kJ/mol. The calculation puts the orbital gap (alpha / beta) at 4.8633 / 6.2797 eV. As for the HOMO energy (alpha / beta): -0.0207 / -0.0737 hartree.



# 2
Molecular formula: C24H22N2O4
Method: DFT, ωB97M-V/def2-TZVPD

The geometry in XYZ format:
```
52
Properties=species:S:1:pos:R:3:forces:R:3:nbo_charge:R:1
C 3.994 -1.914 1.645 -0.004 0.140 -0.066 -0.596
C 3.411 -0.499 1.613 0.040 -0.041 0.144 -0.505
C 2.091 -0.478 2.355 0.407 0.364 -0.090 0.700
O 2.016 -0.128 3.516 0.126 -0.001 0.236 -0.617
N 0.983 -0.898 1.676 -0.358 -0.240 -0.046 -0.488
C -0.247 -1.017 2.357 -0.387 0.184 0.251 0.212
C -0.321 -1.826 3.485 -0.209 0.040 -0.037 -0.176
C -1.509 -1.994 4.167 0.080 -0.059 0.009 -0.227
C -2.655 -1.362 3.711 -0.006 0.083 -0.038 -0.199
C -2.596 -0.564 2.588 0.047 -0.033 -0.041 -0.228
C -1.400 -0.374 1.892 0.226 -0.466 0.754 0.110
N -1.452 0.503 0.809 -0.350 0.534 -0.264 -0.559
C -0.600 0.786 -0.208 0.313 -0.081 -0.250 0.315
C 0.524 0.085 -0.520 -0.122 -0.529 0.296 -0.227
C 1.450 0.513 -1.551 -0.026 0.352 -0.205 0.560
O 2.489 -0.085 -1.782 0.012 0.020 -0.062 -0.588
C 1.087 1.769 -2.316 0.056 -0.197 -0.164 -0.492
C -0.428 1.936 -2.431 0.166 0.477 0.236 -0.251
C -0.774 3.174 -3.192 -0.443 -0.650 -0.677 0.289
C -1.380 3.355 -4.400 0.252 -0.227 0.564 -0.303
C -1.420 4.755 -4.619 0.222 0.412 0.379 -0.312
C -0.836 5.318 -3.529 -0.392 0.337 -0.808 0.086
O -0.442 4.371 -2.660 0.246 -0.217 0.481 -0.413
C -1.011 1.985 -1.017 0.037 -0.038 -0.178 -0.431
C 0.908 -1.160 0.238 0.188 -0.111 -0.148 -0.129
C -0.057 -2.282 -0.002 -0.372 0.414 -0.708 0.283
C -1.179 -2.383 -0.770 0.605 0.159 0.245 -0.302
C -1.673 -3.697 -0.577 0.228 -0.386 0.324 -0.315
C -0.816 -4.292 0.293 -0.733 -0.221 -0.418 0.094
O 0.167 -3.447 0.642 0.492 0.101 0.241 -0.404
H 4.152 -2.228 2.674 0.017 -0.056 0.064 0.214
H 4.949 -1.934 1.125 0.063 -0.067 -0.028 0.216
H 3.328 -2.629 1.168 -0.030 -0.111 -0.055 0.204
H 3.315 -0.144 0.588 -0.013 0.003 -0.045 0.232
H 4.083 0.175 2.148 -0.158 0.011 -0.030 0.233
H 0.580 -2.311 3.824 0.091 -0.035 0.003 0.229
H -1.543 -2.617 5.046 0.006 -0.063 0.087 0.217
H -3.592 -1.488 4.230 -0.087 0.001 0.038 0.216
H -3.489 -0.065 2.237 -0.094 0.035 -0.058 0.202
H -2.311 1.039 0.798 0.222 -0.062 -0.052 0.400
H 1.508 2.625 -1.781 0.017 0.034 0.001 0.233
H 1.558 1.726 -3.299 0.021 -0.011 0.071 0.242
H -0.844 1.078 -2.969 -0.012 0.103 0.002 0.226
H -1.750 2.591 -5.052 -0.054 -0.236 -0.085 0.228
H -1.827 5.262 -5.469 -0.062 0.188 -0.143 0.230
H -0.648 6.338 -3.261 0.069 0.105 0.125 0.205
H -0.648 2.890 -0.520 -0.080 -0.015 0.026 0.239
H -2.102 2.049 -1.068 0.005 0.001 0.065 0.217
H 1.891 -1.476 -0.127 -0.153 0.113 0.078 0.273
H -1.598 -1.627 -1.402 -0.027 0.225 -0.090 0.226
H -2.543 -4.129 -1.026 -0.170 -0.171 -0.047 0.228
H -0.794 -5.273 0.723 0.089 -0.112 0.116 0.205
```
Forces are in eV/Å.

The value obtained for the total energy is -1338.228605 Ha. The calculation puts the molar mass at 402.45 g/mol. Its SMILES is CCC(=O)N1c2ccccc2NC2=C(C(=O)C[C@H](c3ccco3)C2)[C@@H]1c1ccco1. For the LUMO energy, the calculation gives 0.44 eV. As for the energy above the lowest of the compared OMol25 structures with the same formula, charge and spin: 271.5 kJ/mol. The calculation puts the orbital gap at 8.4453 eV. As for the HOMO energy: -0.2942 hartree.



# 3
Molecular formula: C24H22N2O4S2
Method: DFT, ωB97M-V/def2-TZVPD

The geometry in XYZ format:
```
54
Properties=species:S:1:pos:R:3:forces:R:3:nbo_charge:R:1
C -1.407 -0.767 -2.488 -0.021 -0.044 0.012 -0.647
C -0.233 -0.838 -1.562 0.046 0.079 0.092 0.027
C 0.814 -1.713 -1.837 0.050 0.076 0.124 -0.200
C 1.919 -1.791 -1.008 0.041 -0.149 -0.113 -0.182
C 1.988 -0.968 0.100 0.552 0.018 0.473 -0.355
S 3.445 -0.980 1.141 0.142 0.057 -0.021 2.338
O 3.071 -0.552 2.455 -0.192 0.281 -0.148 -0.938
O 4.121 -2.232 0.980 -0.072 0.031 -0.364 -0.938
N 4.435 0.196 0.501 -0.412 -0.742 0.559 -0.667
C 4.986 -0.084 -0.804 0.397 -0.061 -0.493 -0.268
C 6.136 0.896 -1.052 -0.108 -0.325 0.002 -0.072
O 5.694 2.228 -0.945 -0.021 0.135 -0.166 -0.519
C 5.158 2.487 0.332 -0.247 -0.084 0.213 -0.072
C 3.977 1.560 0.630 -0.030 0.611 0.103 -0.269
C 0.971 -0.086 0.393 -0.183 0.132 -0.055 -0.188
C -0.158 -0.041 -0.417 0.512 0.084 -0.151 -0.060
C -1.230 0.954 -0.081 0.310 -0.039 -0.248 0.672
O -1.056 2.146 -0.216 0.082 0.022 0.024 -0.578
N -2.411 0.412 0.348 -0.413 0.033 0.031 -0.507
C -3.563 1.226 0.498 -0.360 0.412 0.032 0.205
C -3.508 2.427 1.191 -0.017 -0.016 0.034 -0.204
C -4.635 3.224 1.286 0.032 -0.016 0.034 -0.207
C -5.828 2.820 0.709 -0.047 0.024 -0.064 -0.202
C -5.900 1.611 0.043 0.064 0.026 0.017 -0.206
C -4.769 0.816 -0.064 0.112 -0.269 -0.085 -0.209
S -4.876 -0.728 -0.928 0.235 0.104 0.075 0.316
C -3.684 -1.630 0.021 -0.110 0.261 -0.115 -0.211
C -3.851 -2.995 0.206 0.062 0.063 0.005 -0.216
C -2.932 -3.706 0.955 0.000 -0.052 -0.048 -0.202
C -1.871 -3.046 1.555 0.060 0.024 0.005 -0.197
C -1.708 -1.684 1.382 -0.154 -0.061 0.069 -0.231
C -2.589 -0.971 0.576 -0.054 -0.621 0.178 0.204
H -1.889 0.207 -2.441 -0.098 0.015 -0.067 0.229
H -1.094 -0.953 -3.512 0.002 0.012 -0.071 0.227
H -2.142 -1.527 -2.221 -0.083 0.014 -0.009 0.235
H 0.758 -2.339 -2.715 0.003 -0.061 -0.094 0.218
H 2.726 -2.480 -1.198 0.061 -0.122 -0.090 0.242
H 5.341 -1.114 -0.795 0.089 0.057 -0.180 0.239
H 4.224 0.041 -1.589 0.075 -0.016 0.023 0.185
H 6.529 0.784 -2.064 -0.009 -0.084 0.096 0.200
H 6.935 0.705 -0.321 -0.024 -0.013 -0.074 0.171
H 4.838 3.530 0.323 -0.006 -0.088 0.094 0.202
H 5.932 2.342 1.099 -0.062 0.046 -0.023 0.170
H 3.623 1.692 1.652 -0.008 0.197 -0.048 0.239
H 3.159 1.772 -0.077 0.045 0.022 0.056 0.189
H 1.052 0.540 1.269 -0.074 0.110 0.107 0.245
H -2.575 2.741 1.630 0.059 0.025 0.028 0.237
H -4.578 4.163 1.813 0.007 0.085 0.054 0.219
H -6.706 3.443 0.782 -0.080 0.063 0.015 0.218
H -6.822 1.276 -0.406 -0.129 -0.035 0.007 0.222
H -4.699 -3.485 -0.245 -0.116 -0.078 0.002 0.225
H -3.056 -4.769 1.087 -0.012 -0.108 0.027 0.221
H -1.167 -3.589 2.166 0.069 -0.061 0.070 0.223
H -0.893 -1.171 1.866 0.032 0.028 0.063 0.229
```
Forces are in eV/Å.

The value obtained for the total energy is -2134.623199 Ha. The calculation puts the molar mass at 466.58 g/mol. Its SMILES is Cc1ccc(S(=O)(=O)N2CCOCC2)cc1C(=O)N1c2ccccc2Sc2ccccc21. For the LUMO energy, the calculation gives 0.57 eV. As for the energy above the lowest of the compared OMol25 structures with the same formula, charge and spin: 174.4 kJ/mol. The calculation puts the orbital gap at 8.9101 eV. As for the HOMO energy: -0.3067 hartree.